i.
Density functional theory data (ωB97M-V/def2-TZVPD) for a single C5H7N molecule.

Last column: natural (NBO) charge in e.
Atoms and positions in Å:
H (-1.44826, -1.25022, 1.70959)  0.232
H (1.61336, -1.16351, -2.03538)  0.216
C (-0.78383, -0.07558, 0.01338)  -0.197
C (-0.68786, -0.49876, 1.48445)  -0.591
C (1.05919, 0.70440, -1.04444)  0.146
H (-0.03438, 2.03661, 0.11427)  0.410
H (-1.80604, 0.19789, -0.27941)  0.236
H (1.84320, 1.40235, -1.33556)  0.209
H (-0.80503, 0.34771, 2.16757)  0.199
H (0.29468, -0.95183, 1.65622)  0.220
N (0.08956, 1.09802, -0.23609)  -0.531
C (-0.24096, -1.20224, -0.81793)  -0.073
C (0.90637, -0.64484, -1.39667)  -0.476

Summary:
HOMO level in eV: -7.72
HOMO-LUMO gap in eV: 8.20

---

ii.
Density functional theory data (ωB97M-V/def2-TZVPD) for a single C5H7N molecule.

Last column: natural (NBO) charge in e.
Atoms and positions in Å:
C (0.62667, 0.43844, 0.73921)  0.157
N (0.10947, 1.10408, -0.23007)  -0.434
C (0.70785, 1.05757, 2.10536)  -0.662
H (0.58918, 0.99086, -2.32126)  0.223
C (-0.08028, 0.53550, -1.52849)  -0.134
C (-0.70638, -0.58229, -1.74711)  0.052
H (-2.28962, -1.98091, -1.57428)  0.217
H (1.71410, 1.04232, 2.42001)  0.223
C (-1.22585, -1.78497, -1.69195)  -0.477
H (0.65900, -0.61303, 0.54386)  0.156
H (0.24763, 2.02678, 1.94218)  0.245
H (0.25011, 0.31725, 2.65439)  0.223
H (-0.60188, -2.55161, -1.31188)  0.211

Summary:
HOMO level in eV: -8.87
Structure (SMILES): C=C=C/N=C/C
HOMO-LUMO gap in eV: 9.89

---

iii.
Density functional theory data (ωB97M-V/def2-TZVPD) for a single C5H7N molecule.

Last column: natural (NBO) charge in e.
Atoms and positions in Å:
C (-1.51362, -0.38984, -0.22724)  -0.006
C (1.05389, -0.23364, -0.52552)  -0.173
H (-0.11899, 0.26295, 1.21814)  0.201
H (1.87785, -1.14250, 1.23129)  0.185
N (-0.31807, 1.77607, -0.18639)  -0.818
C (-0.23218, 0.38795, 0.13004)  -0.142
H (-3.47826, -1.59822, -0.21316)  0.230
C (-2.58772, -1.08987, -0.04918)  -0.236
H (-1.14600, 2.25453, 0.15074)  0.369
C (1.94278, -1.02577, 0.09705)  -0.391
H (0.39774, 2.28319, 0.37132)  0.359
H (1.23270, -0.16070, -1.68849)  0.215
H (2.88986, -1.32415, -0.30861)  0.208

Summary:
HOMO level in eV: -9.55
Structure (SMILES): C#C[C@H](N)C=C
HOMO-LUMO gap in eV: 10.45

---

iv.
Density functional theory data (ωB97M-V/def2-TZVPD) for a single C5H7N molecule.

Last column: natural (NBO) charge in e.
Atoms and positions in Å:
H (-2.41758, -1.17571, -0.71682)  0.410
H (2.26307, 0.99551, -0.28152)  0.215
C (-1.71406, 0.63285, 0.12637)  -0.069
H (-2.65210, 1.17107, 0.15655)  0.210
H (-0.06792, -2.06519, -0.68221)  0.207
H (2.41104, -0.09566, 1.10269)  0.213
C (-0.33699, -1.07056, -0.34657)  -0.087
C (0.44594, -0.04069, 0.11938)  -0.087
C (1.94749, 0.02217, 0.11457)  -0.625
N (-1.64486, -0.65301, -0.33948)  -0.508
H (-0.15463, 1.99418, 0.85209)  0.219
H (2.36094, -0.74696, -0.54716)  0.213
C (-0.44034, 1.03201, 0.44211)  -0.310

Summary:
HOMO level in eV: -8.13
Structure (SMILES): Cc1cc[nH]c1
HOMO-LUMO gap in eV: 9.22

---

It is iii that is the least stable of them.

---

i.
Density functional theory data (ωB97M-V/def2-TZVPD) for a single C5H7N molecule.

Last column: natural (NBO) charge in e.
Atoms and positions in Å:
H (-1.18981, -1.85792, -0.28986)  0.221
C (-0.95451, 0.30757, -0.48965)  -0.047
H (-0.33270, 1.28158, 1.21362)  0.352
H (-2.15572, -0.85938, 0.82052)  0.218
H (3.37891, -0.99707, 0.56096)  0.241
H (-1.67569, 0.46045, -1.29689)  0.201
C (1.56632, 0.14570, -0.21140)  -0.017
H (0.60050, 1.59970, -1.48027)  0.230
C (0.41085, 0.89850, -0.66833)  -0.179
C (2.51905, -0.48153, 0.18474)  -0.248
C (-1.18396, -0.94777, 0.31849)  -0.631
N (-0.56967, 1.50178, 0.24809)  -0.560
H (-0.41358, -1.05160, 1.08998)  0.218

Summary:
HOMO level in eV: -9.26
Structure (SMILES): C#C[C@@H]1N[C@@H]1C
HOMO-LUMO gap in eV: 10.39

---

ii.
Density functional theory data (ωB97M-V/def2-TZVPD) for a single C5H7N molecule.

Last column: natural (NBO) charge in e.
Atoms and positions in Å:
C (0.62792, 0.69188, -0.11657)  -0.233
H (0.78950, -0.81866, 1.49874)  0.238
H (0.92105, -1.07577, -1.61518)  0.231
C (1.23607, -0.48494, 0.56375)  -0.413
H (-0.99028, 1.01914, 1.40513)  0.283
H (2.31554, -0.58161, 0.48988)  0.227
C (0.46795, -0.68175, -0.71236)  -0.324
C (-0.83148, 0.89681, 0.35223)  -0.286
H (1.22609, 1.50930, -0.51536)  0.235
H (-1.70955, -0.76843, -1.35387)  0.159
C (-1.05139, -0.71593, -0.47074)  0.235
N (-1.54592, -0.53964, 0.70568)  -0.560
H (-1.43979, 1.58423, -0.25498)  0.207

Summary:
HOMO level in eV: -7.92
HOMO-LUMO gap in eV: 8.85

---

It is ii that is the least stable of them.

---

i.
Density functional theory data (ωB97M-V/def2-TZVPD) for a single C5H7N molecule.

Last column: natural (NBO) charge in e.
Atoms and positions in Å:
H (0.18818, -1.07775, 1.52029)  0.195
C (-0.85899, 0.23420, -0.71642)  -0.114
H (0.94432, 1.44416, -0.64360)  0.215
N (-1.98684, -0.01180, -0.06081)  -0.526
H (-0.95774, 0.38181, -1.75264)  0.218
C (-0.09169, -1.15062, -0.49134)  -0.148
C (-2.75755, -0.60014, 0.59698)  0.301
H (0.02481, -1.71926, -1.41451)  0.194
H (0.14023, 1.18808, 0.97276)  0.217
H (0.92963, -2.51228, 0.56980)  0.209
C (-0.11374, 1.39259, -0.09859)  -0.588
H (-0.63607, 2.30962, -0.17377)  0.220
C (0.34186, -1.68164, 0.60884)  -0.392

Summary:
HOMO level in eV: -10.16
HOMO-LUMO gap in eV: 11.15

---

ii.
Density functional theory data (ωB97M-V/def2-TZVPD) for a single C5H7N molecule.

Last column: natural (NBO) charge in e.
Atoms and positions in Å:
H (0.31695, 2.52397, 0.62796)  0.225
C (0.14099, -1.70720, -0.59402)  -0.082
N (0.19524, -0.39263, -1.01581)  -0.524
H (-0.21313, -2.57150, 1.38323)  0.220
H (0.21341, -2.52595, -1.29947)  0.210
H (0.31679, 2.23825, -1.12014)  0.211
H (-0.28569, 0.03323, 2.17852)  0.218
C (-0.12076, -0.33447, 1.17532)  -0.307
H (-1.19124, 2.15658, -0.21762)  0.223
H (0.78331, -0.08419, -1.77013)  0.402
C (-0.07642, -1.70119, 0.75482)  -0.289
C (-0.12248, 1.91783, -0.16736)  -0.638
C (0.04304, 0.44728, 0.06472)  0.131

Summary:
HOMO level in eV: -8.05
Structure (SMILES): Cc1ccc[nH]1
HOMO-LUMO gap in eV: 9.13

---

It is i that is the least stable of them.

---

i.
Density functional theory data (ωB97M-V/def2-TZVPD) for a 2-piece molecular cluster, C4H13N2O2 overall.

Last column: natural (NBO) charge in e.
Atoms and positions in Å:
O (-0.89394, 1.95948, -1.60297)  -0.557
H (-0.12570, 3.70317, -0.88121)  0.144
N (0.17580, -1.07854, -1.33940)  -0.691
N (0.92163, 1.29743, 0.90954)  -0.636
H (-0.23719, 2.90717, 1.42557)  0.225
C (0.90584, -0.15544, 0.88158)  -0.225
H (-1.20947, 1.56757, 0.95095)  0.202
H (1.64172, -1.85609, -0.14004)  0.225
C (1.31195, -0.85302, -0.43558)  -0.258
H (1.64919, -0.48567, 1.60992)  0.238
C (-0.26673, 2.09786, 0.69852)  -0.336
C (-0.42102, 2.64705, -0.70877)  0.454
H (2.15547, -0.26437, -0.80577)  0.250
H (-0.09174, -0.52856, 1.17316)  0.176
H (0.52550, -1.42661, -2.20513)  0.444
H (-0.48289, -1.75204, -0.86626)  0.472
H (-0.37688, -0.21039, -1.43432)  0.464
O (-1.95760, -3.01031, 0.12171)  -0.979
H (1.51382, 1.75115, 1.54601)  0.399
H (-2.20368, -2.52235, 0.95340)  0.485
H (-2.53409, -3.78751, 0.14911)  0.504

Summary:
HOMO level in eV: -12.82
Charge: +1
HOMO-LUMO gap in eV: 9.91

---

ii.
Density functional theory data (ωB97M-V/def2-TZVPD) for a 2-piece molecular cluster, C4H13N2O2 overall.

Last column: natural (NBO) charge in e.
Atoms and positions in Å:
H (-0.16318, 3.08535, 0.08935)  0.218
H (-0.06628, -0.37125, 0.98181)  0.464
H (0.30425, 2.94439, 1.70982)  0.235
O (-1.10439, -1.83026, 1.72921)  -0.974
H (1.64018, 0.90620, 1.11467)  0.227
H (1.36149, 1.21379, -0.66466)  0.249
H (-1.54311, -2.04140, 2.56595)  0.501
C (1.00960, 1.32316, 0.34543)  -0.204
H (1.31440, 3.47135, 0.22693)  0.269
N (-0.08552, -2.32863, -1.86939)  -0.797
H (-1.64141, -0.48028, -0.87394)  0.238
C (-0.62641, -0.11596, -0.95369)  -0.309
H (-1.04529, 0.91182, 0.89217)  0.435
N (-0.27458, 0.45341, 0.41726)  -0.514
C (0.66417, 2.74026, 0.70661)  -0.671
H (-0.52975, 0.74233, -1.61128)  0.249
H (0.64875, -2.94530, -2.17404)  0.419
C (0.40433, -1.18695, -1.32800)  0.641
H (-0.91507, -2.79553, -1.53870)  0.407
O (1.58670, -0.94287, -1.23207)  -0.572
H (-0.93886, -2.75364, 1.46657)  0.490

Summary:
HOMO level in eV: -14.24
Charge: +1
HOMO-LUMO gap in eV: 11.14

---

iii.
Density functional theory data (ωB97M-V/def2-TZVPD) for a 2-piece molecular cluster, C4H13N2O2 overall.

Last column: natural (NBO) charge in e.
Atoms and positions in Å:
H (-0.36522, 0.15853, 1.33073)  0.242
H (-4.05252, 0.95579, -0.21869)  0.504
H (-3.80442, 0.14671, -1.50888)  0.507
C (-0.24649, -0.10288, 0.28585)  -0.337
H (2.59308, -1.89921, 0.11152)  0.425
H (-0.98331, -0.89178, 0.10546)  0.255
H (-1.59686, 1.04269, -0.80437)  0.473
N (1.75227, -1.51519, 0.50088)  -0.575
H (1.57303, -1.66515, 2.60844)  0.215
H (-0.49527, 3.17834, -0.53544)  0.239
C (1.25520, -2.17641, 1.70804)  -0.422
C (-0.43422, 2.37749, 0.19663)  -0.417
H (-1.23190, 2.46403, 0.93743)  0.225
O (1.58714, -0.00978, -1.18264)  -0.618
H (1.58455, -3.21039, 1.68748)  0.236
O (-3.35083, 0.59776, -0.77559)  -0.978
N (-0.59771, 1.08533, -0.52901)  -0.528
H (0.00127, 1.06325, -1.36417)  0.465
H (0.55307, 2.40609, 0.64563)  0.233
H (0.17344, -2.23507, 1.70098)  0.200
C (1.13771, -0.54905, -0.18818)  0.657

Summary:
HOMO level in eV: -13.79
Charge: +1
HOMO-LUMO gap in eV: 10.88

---

It is i that is the least stable of them.